Formula: CF3FeNO4S2
Source: the OMol25 dataset
Level of theory: ωB97M-V/def2-TZVPD

Last column: Mulliken spin population.
Geometry (Å):
N  -1.323  -0.361  0.770  0.021
S  -1.472  1.043  1.673  0.003
O  -1.575  2.144  0.557  0.146
O  -0.514  1.631  2.682  0.016
S  -0.199  -0.823  -0.241  0.004
O  0.522  0.498  -0.446  0.058
O  -0.845  -2.155  -0.385  -0.002
Fe  0.262  2.293  0.014  3.746
C  1.379  -1.630  -0.982  0.006
F  1.765  -2.637  -0.211  0.002
F  1.121  -2.092  -2.197  0.001
F  2.463  -0.883  -1.118  0.000

Values from the calculation:
E_HOMO (alpha / beta) = -9.1 / -9.2 eV
F_max = 3.93 eV Å⁻¹
Energy relative to the best compared isomer or geometry (same formula, charge and spin) = 12.5 kcal per mole
Multiplicity = 5
Orbital gap (alpha / beta) = 0.2490 / 0.2449 Ha